# 1
# H4I2Si2

A structure of composition H4I2Si2 (the ωB97M-V functional and the def2-TZVPD basis, the OMol25 dataset).

Last column: natural (NBO) charge in e.
Atoms and positions in Å:
Si 0.60118 -0.50862 -1.47282  0.602
Si -0.24691 0.27493 1.19268  0.437
I -0.41334 2.76537 1.25597  -0.218
I -2.50084 -0.66236 1.98748  -0.240
H 1.34631 0.66190 -1.74849  -0.145
H 1.14926 -1.72382 -0.93447  -0.140
H -0.49616 -0.73328 -2.57510  -0.110
H 0.56049 -0.07413 2.29475  -0.186

As for the lowest unoccupied orbital energy: -0.743 eV. The value obtained for the total energy is -1176.75955 Eh. For the max |F|, the calculation gives 0.0664 Eh/bohr. The calculation puts the relative energy (zero: lowest compared OMol25 entry of this formula, charge and spin) at 26.6 kcal/mol. As for the HOMO energy: -8.8737 eV. As for the HOMO-LUMO gap: 8.13 eV. As for the molar mass: 314.0 g/mol.



# 2
# H4N2O2S

A cluster of 2 separate species, H4N2O2S in total (the ωB97M-V functional and the def2-TZVPD basis, the OMol25 dataset).

Last column: natural (NBO) charge in e.
Atoms and positions in Å:
N -2.80563 0.31122 1.25311  -0.999
N 2.30995 0.93967 -0.75699  -0.499
O -2.47956 -1.81030 0.10770  -0.876
O 1.79006 -0.32011 -0.78781  -0.602
S -1.82938 -0.63096 0.62006  1.466
H -3.84382 0.15576 1.40434  0.413
H 2.98449 0.77602 -1.56297  0.334
H 2.96682 0.97676 0.02903  0.312
H 0.90708 -0.39808 -0.30646  0.452

As for the lowest unoccupied orbital energy: -0.757 eV. The value obtained for the total energy is -660.45683 Eh. For the max |F|, the calculation gives 0.0918 Eh/bohr. The calculation puts the relative energy (zero: lowest compared OMol25 entry of this formula, charge and spin) at 73.8 kcal/mol. As for the HOMO energy: -9.5199 eV. As for the HOMO-LUMO gap: 8.76 eV. As for the molar mass: 96.1 g/mol.



# 3
# H4N2O2S

The molecule H4N2O2S (the ωB97M-V functional and the def2-TZVPD basis, the OMol25 dataset).

Last column: natural (NBO) charge in e.
Atoms and positions in Å:
N 1.78920 0.45544 -0.67782  -0.943
N -1.43439 -0.19314 -0.69368  -0.932
O -0.11571 1.30196 0.84124  -0.875
O 0.54143 -0.97942 1.00865  -0.872
S 0.41356 0.18826 -0.17947  1.874
H -1.40364 -0.53387 -1.62770  0.364
H -1.73838 -0.94370 -0.10109  0.377
H 0.61641 2.04509 0.75252  0.519
H 1.33151 -1.34061 0.67735  0.489

As for the lowest unoccupied orbital energy: -0.374 eV. As for the SMILES: N#S(N)(O)O. The value obtained for the total energy is -660.42207 Eh. For the max |F|, the calculation gives 0.0642 Eh/bohr. The calculation puts the relative energy (zero: lowest compared OMol25 entry of this formula, charge and spin) at 95.6 kcal/mol. As for the HOMO energy: -10.0688 eV. As for the HOMO-LUMO gap: 9.70 eV. As for the molar mass: 96.1 g/mol.



# 4
# H4N2O2Si

A cluster of 2 separate species, H4N2O2Si in total (the ωB97M-V functional and the def2-TZVPD basis, the OMol25 dataset).

Last column: natural (NBO) charge in e.
Atoms and positions in Å:
N -2.08137 -0.58567 -0.67093  -1.103
N 2.30568 1.33619 1.01850  -0.338
O 2.29465 2.54206 0.85734  -0.132
O 0.69162 -0.16935 -0.77574  -1.144
Si 1.32592 -0.02204 0.60082  1.835
H -2.32428 -1.59065 -0.54484  0.350
H -2.48324 -0.20441 -1.50189  0.357
H 1.35745 -0.75699 1.78363  -0.210
H -1.08643 -0.54914 -0.76690  0.385

As for the lowest unoccupied orbital energy (alpha / beta): -2.001 / -1.622 eV. As for the SMILES: O=N[SiH]=O.N. The value obtained for the total energy is -551.77653 Eh. For the max |F|, the calculation gives 0.0423 Eh/bohr. The calculation puts the relative energy (zero: lowest compared OMol25 entry of this formula, charge and spin) at 24.5 kcal/mol. As for the HOMO energy (alpha / beta): -9.4152 / -9.4222 eV. As for the HOMO-LUMO gap (alpha / beta): 7.41 / 7.80 eV. As for the molar mass: 92.1 g/mol.



# 5
# H4N2S2

A structure of composition H4N2S2 (the ωB97M-V functional and the def2-TZVPD basis, the OMol25 dataset).

Last column: natural (NBO) charge in e.
Atoms and positions in Å:
N -0.35838 -0.74400 1.91534  -0.978
N 0.07711 0.83557 -1.92222  -0.979
S 1.02620 -0.12382 1.26611  0.207
S 0.75952 -0.55623 -1.37076  0.224
H -0.27227 -1.61415 2.42007  0.381
H -1.00390 -0.08686 2.32287  0.380
H 0.66382 1.47351 -2.44043  0.383
H -0.89209 0.81598 -2.19099  0.382

As for the lowest unoccupied orbital energy (alpha / beta): -0.515 / -0.518 eV. The value obtained for the total energy is -908.22401 Eh. For the max |F|, the calculation gives 0.0476 Eh/bohr. The calculation puts the relative energy (zero: lowest compared OMol25 entry of this formula, charge and spin) at 17.0 kcal/mol. As for the HOMO energy (alpha / beta): -7.8763 / -7.8723 eV. As for the HOMO-LUMO gap (alpha / beta): 7.36 / 7.35 eV. As for the molar mass: 96.2 g/mol.



# 6
# H4N3P

A cluster of 2 separate species, H4N3P in total (the ωB97M-V functional and the def2-TZVPD basis, the OMol25 dataset).

Last column: natural (NBO) charge in e.
Atoms and positions in Å:
N -0.24489 0.76079 0.98095  0.112
N 0.72586 0.76714 0.36022  -0.348
N -1.56134 -0.87227 0.70271  -0.827
P 1.23475 0.05903 -1.20968  0.445
H -0.74415 -1.55694 0.70691  0.301
H -1.96718 -0.98153 1.57639  0.313
H 2.39330 0.87964 -1.43172  -0.016
H 0.16365 0.94414 -1.68579  0.021

As for the lowest unoccupied orbital energy (alpha / beta): 0.031 / 0.100 eV. The value obtained for the total energy is -507.85546 Eh. For the max |F|, the calculation gives 0.0806 Eh/bohr. The calculation puts the relative energy (zero: lowest compared OMol25 entry of this formula, charge and spin) at 64.3 kcal/mol. As for the HOMO energy (alpha / beta): -8.8121 / -7.4395 eV. As for the HOMO-LUMO gap (alpha / beta): 8.84 / 7.54 eV. As for the molar mass: 77.0 g/mol.



# 7
# H4N4O

A cluster of 2 separate species, H4N4O in total (the ωB97M-V functional and the def2-TZVPD basis, the OMol25 dataset).

Last column: natural (NBO) charge in e.
Atoms and positions in Å:
N -1.55043 0.75757 -0.07995  -0.268
N -1.79225 -0.37176 -0.16171  -0.357
N 1.82143 0.67278 0.15936  -0.558
N 1.19276 -0.43742 0.48699  0.242
O 0.60436 -1.09010 -0.43581  -0.436
H -0.94905 -1.11590 -0.04229  0.345
H -2.79799 -0.80151 -0.03919  0.265
H 1.63739 1.32602 0.87675  0.393
H 1.83379 1.06033 -0.76417  0.375

As for the lowest unoccupied orbital energy: 0.075 eV. The value obtained for the total energy is -296.46560 Eh. For the max |F|, the calculation gives 0.1136 Eh/bohr. The calculation puts the relative energy (zero: lowest compared OMol25 entry of this formula, charge and spin) at 37.8 kcal/mol. As for the HOMO energy: -7.4834 eV. As for the HOMO-LUMO gap: 7.56 eV. As for the molar mass: 76.1 g/mol.



# 8
# H4N4O2

The molecule H4N4O2 (the ωB97M-V functional and the def2-TZVPD basis, the OMol25 dataset).

Last column: natural (NBO) charge in e.
Atoms and positions in Å:
N 0.12735 0.78349 -0.98881  -0.652
N -0.30224 -0.51941 -0.63861  -0.197
N -0.28042 -0.64435 0.73200  -0.218
N -0.21041 -1.83952 1.07519  0.343
O 0.04297 -2.87843 0.42929  -0.381
O -0.15307 -1.80506 2.46778  -0.515
H -0.70378 1.34703 -0.83379  0.374
H 0.99865 1.00011 -0.33086  0.363
H 0.14216 -1.39055 -1.09024  0.401
H -0.40727 -0.86922 2.52740  0.483

As for the lowest unoccupied orbital energy (alpha / beta): 1.063 / -2.101 eV. The value obtained for the total energy is -371.59185 Eh. For the max |F|, the calculation gives 0.2038 Eh/bohr. The calculation puts the relative energy (zero: lowest compared OMol25 entry of this formula, charge and spin) at 51.4 kcal/mol. As for the HOMO energy (alpha / beta): -6.5169 / -10.8889 eV. Its spin multiplicity is 3. As for the HOMO-LUMO gap (alpha / beta): 7.58 / 8.79 eV. As for the molar mass: 92.1 g/mol.



# 9
# H4N4O4S

A cluster of 2 separate species, H4N4O4S in total (the ωB97M-V functional and the def2-TZVPD basis, the OMol25 dataset).

Last column: natural (NBO) charge in e.
Atoms and positions in Å:
N -1.24157 2.25731 0.96746  -0.478
N 0.90408 -2.54490 -0.76243  -1.080
N -1.88131 1.18264 0.41533  -0.025
N -1.25525 0.10436 0.15212  0.529
O -0.02921 -0.06097 0.33949  -0.499
O -1.82465 -0.83995 -0.42127  -0.335
O -0.56702 -4.03460 0.57710  -0.892
O -0.80847 -4.13554 -1.88527  -0.886
S -0.54292 -3.37091 -0.68906  1.999
H -1.91905 2.97418 0.98984  0.400
H -0.26616 2.51888 1.00951  0.414
H 0.97249 -1.81315 0.04885  0.442
H 1.22169 -2.13756 -1.70214  0.413

As for the lowest unoccupied orbital energy (alpha / beta): -0.711 / -3.135 eV. The value obtained for the total energy is -920.30854 Eh. For the max |F|, the calculation gives 0.1256 Eh/bohr. The calculation puts the relative energy (zero: lowest compared OMol25 entry of this formula, charge and spin) at 63.6 kcal/mol. As for the HOMO energy (alpha / beta): -10.6206 / -8.3585 eV. As for the HOMO-LUMO gap (alpha / beta): 9.91 / 5.22 eV. As for the molar mass: 156.1 g/mol.